Entry from OMol25: a 2-piece molecular cluster, C3H13N3O overall at a distorted geometry (ωB97M-V/def2-TZVPD).

## Properties
ΔE to the lowest compared entry with this formula, charge and spin ... 2.878 eV
Highest occupied orbital energy ... -8.51 eV
LUMO energy ... 0.9 eV
Orbital gap ... 9.39 eV
Max |F| ... 4.0 eV/A

The geometry in XYZ format:
```
20
Properties=species:S:1:pos:R:3:forces:R:3:lowdin_charge:R:1
C 1.591495 0.682706 0.524476 -0.093 -0.099 -0.227 -0.062
C 0.658158 0.862990 -0.663910 -1.080 0.493 0.680 -0.498
N 1.062867 1.972370 -1.485675 -0.622 2.549 1.641 -0.006
N -0.699667 1.369977 -0.209603 -0.658 -1.190 0.506 -0.119
N -1.738601 0.385114 -0.487087 -0.102 -0.243 0.030 -0.023
H 2.588927 0.442474 0.164681 0.060 -0.095 0.043 0.076
H 1.669076 1.612938 1.088622 -0.040 0.138 -0.068 0.077
H 1.220731 -0.089289 1.197575 0.027 -0.092 -0.054 0.060
H 0.540425 -0.058367 -1.245194 -0.062 0.020 0.238 0.132
H 0.388650 2.685393 -0.885107 2.507 -1.161 -2.839 0.141
H 0.640433 1.920957 -2.406063 -0.184 0.024 0.051 0.050
H -0.736971 1.525287 0.799352 0.283 -0.517 -0.104 0.109
H -2.630692 0.833899 -0.289425 0.105 -0.013 -0.172 0.090
H -1.707781 0.225674 -1.494800 -0.155 0.187 0.213 0.087
C -0.292728 -2.707113 0.913940 -0.038 -0.028 0.005 -0.182
O -0.869576 -1.524573 1.416466 -0.096 0.039 0.034 -0.165
H 0.513747 -2.497791 0.200256 0.031 -0.052 0.012 0.067
H -1.032958 -3.349574 0.422315 0.052 -0.003 0.020 0.075
H 0.124793 -3.251252 1.760959 0.033 -0.031 -0.071 0.076
H -1.290326 -1.041819 0.678221 0.032 0.077 0.062 0.015
```
Forces are in eV/Å.